(1)
ORCA calculation (ωB97M-V/def2-TZVPD) on an isolated molecule of C6H10.

For the molar mass, the calculation gives 82.1 g mol⁻¹. The LUMO energy comes out at 1.211 eV. The relative energy (zero: lowest compared OMol25 entry of this formula, charge and spin) comes out at 31.4 kcal/mol. Its HOMO energy is -0.350 hartree.

```
! RIJCOSX wB97M-V def2-TZVPD def2/J DEFGRID3
* xyz 0 1
C -1.2388 -0.6089 -0.5677
C 0.4261 0.9208 0.5007
C -0.7797 0.8372 -0.3923
C 0.6821 0.0385 1.7111
C 0.6012 0.4812 -0.9235
C 0.1690 -0.9712 -1.1167
H -1.5644 -1.1275 0.3414
H 0.7384 -1.7299 -0.5671
H 1.2336 1.0338 -1.6129
H 0.7467 1.9540 0.6295
H 1.5447 -0.6184 1.5547
H 0.8920 0.6513 2.5936
H 0.1321 -1.2554 -2.1717
H -2.0195 -0.7172 -1.3248
H -0.1758 -0.5987 1.9516
H -1.3879 1.7107 -0.6060
*
```

Atomic partial charges in e from the natural (NBO) method, atoms 1 to 5:
1 C -0.40
2 C -0.23
3 C -0.22
4 C -0.62
5 C -0.22

***

(2)
ORCA calculation (ωB97M-V/def2-TZVPD) on a structure of composition C13H36IN4NbO5P.

For the molar mass, the calculation gives 579.2 g mol⁻¹. The LUMO energy comes out at 2.315 eV. Its HOMO energy is -0.146 hartree.

```
! RIJCOSX wB97M-V def2-TZVPD def2/J DEFGRID3
* xyz -1 1
I -3.6458 2.9620 -1.3819
Nb -1.0687 1.7109 -1.0525
P -1.0162 2.8358 1.2809
O 1.1539 -2.0736 -3.7563
O 0.1845 1.5006 -4.0063
O -3.5249 -1.9765 1.7372
O -2.4975 3.2729 1.6984
O 1.5857 0.3359 3.1189
N 3.2167 -2.0358 -2.7053
N -4.9123 -0.7779 3.1514
N 1.3225 0.6013 -5.8111
N 1.7239 0.6000 5.4151
C 4.0907 -1.3896 -1.7482
C 2.4909 0.6444 -6.6656
C -4.5749 -1.8511 2.3537
C 1.9420 -1.5764 -2.9627
C -2.0802 -0.1919 -0.2145
C 1.0945 0.6678 4.1898
C 3.0811 0.0988 5.4796
C -6.1787 -0.7043 3.8500
C 1.1450 1.4820 -4.7647
C 0.3077 -0.4003 -6.0646
C 1.0724 1.0133 6.6407
C -3.9697 0.3121 3.2962
C 3.6982 -3.2029 -3.4148
H -3.7637 0.7372 2.3093
H -0.2138 3.1376 -1.8223
H 0.0671 1.0628 4.2545
H 3.6029 -0.5259 -1.2881
H 4.9966 -1.0576 -2.2638
H 3.0129 -0.3148 -6.6006
H -1.1797 0.9593 -2.7130
H -2.0840 -0.9710 -1.1194
H 3.4459 0.1036 6.5099
H -5.9868 -0.6326 4.9246
H 1.6541 1.8201 7.0962
H 3.7231 0.7302 4.8580
H 3.1025 -0.9215 5.0852
H 1.0305 0.1605 7.3245
H 3.1721 1.4445 -6.3634
H -1.4444 -0.7031 0.6333
H 4.7186 -3.4471 -3.1085
H -0.3454 2.0444 2.2798
H 0.5347 0.8672 -0.7010
H -0.2812 4.0983 1.1205
H 0.1955 -1.0260 -5.1742
H 3.0364 -4.0473 -3.2005
H -5.3619 -2.6223 2.3135
H -6.7904 -1.5889 3.6532
H -6.7174 0.1865 3.5138
H -4.3727 1.0861 3.9542
H 3.6741 -3.0004 -4.4897
H 2.1693 0.8175 -7.6968
H 1.6774 -0.6852 -2.3699
H 4.3559 -2.1095 -0.9684
H 1.9748 2.2006 -4.6610
H -3.2036 -0.0295 0.0700
H -0.6441 0.1008 -6.2651
H -3.0366 -0.0780 3.7134
H 0.5841 -1.0222 -6.9199
H 0.0565 1.3685 6.4476
*
```

Atomic partial charges in e from the natural (NBO) method, atoms 1 to 5:
1 I -0.37
2 Nb 1.47
3 P 0.73
4 O -0.64
5 O -0.59

***

(3)
ORCA calculation (ωB97M-V/def2-TZVPD) on a cluster of 2 separate species, C2HN3O2 in total.

For the molar mass, the calculation gives 99.0 g mol⁻¹. The LUMO energy comes out at -0.855 eV. The relative energy (zero: lowest compared OMol25 entry of this formula, charge and spin) comes out at 99.8 kcal/mol. Its HOMO energy is -0.382 hartree.

```
! RIJCOSX wB97M-V def2-TZVPD def2/J DEFGRID3
* xyz 0 1
O 1.0231 -1.0853 3.0607
O 2.5600 0.0208 1.7939
N -0.5626 0.1517 -1.7823
N -0.5937 0.3189 -0.5077
N -1.6549 0.3469 -2.3438
C -0.7673 0.4630 0.6339
C 1.8516 -0.5079 2.5242
H -1.8564 0.2919 -3.3789
*
```

Atomic partial charges in e from the natural (NBO) method, atoms 1 to 5:
1 O -0.50
2 O -0.52
3 N 0.03
4 N -0.40
5 N -0.32

***

(4)
ORCA calculation (ωB97M-V/def2-TZVPD) on a structure of composition C4H6O.

For the molar mass, the calculation gives 70.1 g mol⁻¹. The LUMO energy comes out at 0.938 eV. The relative energy (zero: lowest compared OMol25 entry of this formula, charge and spin) comes out at 103.7 kcal/mol. Its HOMO energy is -0.319 hartree.

```
! RIJCOSX wB97M-V def2-TZVPD def2/J DEFGRID3
* xyz 0 1
O 0.8335 0.4714 -1.1458
C -0.0648 -0.1375 0.6943
C -1.0823 -1.0206 0.1399
C 1.3114 -0.2289 0.0237
C -0.4556 0.6359 -0.5970
H -0.1732 0.3676 1.6548
H -2.0428 -0.6386 0.5487
H -0.8348 1.6539 -0.4788
H 2.1153 0.3347 0.5100
H 1.6379 -1.2441 -0.2200
H -1.2046 0.0219 -1.1756
*
```

Atomic partial charges in e from the natural (NBO) method, atoms 1 to 5:
1 O -0.51
2 C -0.35
3 C -0.23
4 C -0.06
5 C -0.05

***

(5)
ORCA calculation (ωB97M-V/def2-TZVPD) on an isolated molecule of C4H4N2.

For the molar mass, the calculation gives 80.1 g mol⁻¹. The LUMO energy comes out at 0.288 eV. The relative energy (zero: lowest compared OMol25 entry of this formula, charge and spin) comes out at 141.8 kcal/mol. Its HOMO energy is -0.268 hartree.

```
! RIJCOSX wB97M-V def2-TZVPD def2/J DEFGRID3
* xyz 0 1
N -0.8703 -1.7021 0.1442
N -0.3936 -2.7395 0.1867
C -0.5691 0.6876 0.0498
C 2.0702 0.3532 0.1727
C 0.7650 0.7116 -0.0050
C -1.3891 -0.5162 0.0857
H 1.3577 1.7176 0.0493
H -2.4695 -0.4778 0.0642
H -1.1177 1.6223 0.0415
H 2.6163 0.3433 -0.7890
*
```

Atomic partial charges in e from the natural (NBO) method, atoms 1 to 5:
1 N 0.06
2 N -0.01
3 C -0.33
4 C -0.16
5 C -0.26

***

(6)
ORCA calculation (ωB97M-V/def2-TZVPD) on a cluster of 11 separate species, C22H45B2Cl20NO2S in total.

For the molar mass, the calculation gives 1118.4 g mol⁻¹. The LUMO energy comes out at -0.446 eV. Its HOMO energy is -0.348 hartree.

```
! RIJCOSX wB97M-V def2-TZVPD def2/J DEFGRID3
* xyz 0 1
Cl 9.1842 -2.0134 -4.7499
Cl 0.4192 1.6866 -2.3927
Cl 7.5600 -1.6687 5.8444
Cl 4.0508 -1.0601 -10.8581
Cl -1.5557 3.6355 -4.3588
Cl -3.9185 3.4873 5.5082
Cl -7.3523 -5.8727 1.3102
Cl 3.8100 0.3393 -2.8985
Cl 7.1327 0.3679 -10.6119
Cl -0.5814 6.3222 7.3538
Cl -3.1174 2.1488 2.4813
Cl -3.0340 -0.2456 -1.5992
Cl -2.3279 -1.7837 -4.5393
Cl -4.6314 -3.2643 0.7348
Cl -7.9239 -4.2796 4.2503
Cl 7.5567 -4.4442 -2.9966
Cl -7.1459 -1.9268 -1.0893
Cl 4.5288 -1.2340 -5.8183
Cl 8.6354 -1.2066 2.6437
Cl -1.9892 3.6073 8.8201
S 3.5659 0.9948 4.1551
O 0.0028 2.9022 1.0650
O -0.2271 0.6017 1.5951
N 2.9272 0.3001 1.5244
C -8.4872 -6.3780 2.5881
C 5.5878 1.0508 -10.0446
C -7.2486 -2.5016 0.5987
C 2.6528 -0.4902 -3.9753
C 7.5206 -2.6887 -2.6853
C 4.6445 -0.0129 -9.5437
C -3.5602 -2.2765 -3.3434
C 7.5928 -1.8825 -3.9565
C -4.1908 -1.0920 -2.6629
C -9.1109 -5.1952 3.2847
C 7.1096 -1.9679 3.1628
C 6.5522 -1.3351 4.4121
C -1.9885 2.8335 3.6862
C 3.2700 -1.6920 -4.6399
C -5.9663 -2.2530 1.3488
C -2.0960 2.3975 -3.1915
C -2.4427 2.5768 5.0991
C 3.2701 0.5828 2.6418
C 0.7959 3.9832 1.5391
C -1.1954 2.3289 -1.9850
C -2.2283 6.2043 8.0272
C -2.2843 5.3119 9.2413
B 0.5745 1.6387 1.2095
B 2.2249 1.4304 0.8527
H -9.8837 -5.5384 3.9702
H -5.0165 -1.4208 -2.0325
H -2.1425 1.4445 -3.7112
H -1.0221 2.3625 3.5228
H 5.1501 1.6149 -10.8643
H -3.2763 5.3646 9.6867
H -9.2649 -6.9724 2.1114
H -8.0656 -1.9583 1.0722
H -4.3225 -2.8367 -3.8821
H -4.5694 -0.3711 -3.3849
H 1.3085 3.7580 2.4793
H -9.5608 -4.5081 2.5721
H -1.0608 3.3064 -1.5292
H -6.1053 -2.5049 2.3988
H 7.2968 -3.0293 3.3047
H -3.1024 2.6712 -2.8791
H -1.1499 0.8688 1.7234
H 2.8538 2.1403 0.1373
H 1.5225 4.3115 0.7898
H -2.5350 7.2130 8.2989
H 3.7710 0.4548 -9.0922
H 0.1455 4.8389 1.7306
H -1.6198 1.6614 -1.2409
H -1.8940 3.8971 3.4841
H -7.4977 -3.5611 0.5816
H -7.9439 -7.0122 3.2838
H -3.0844 -2.9391 -2.6251
H -5.6556 -1.2131 1.2764
H 5.5634 -1.7417 4.6177
H 6.4000 -1.8465 2.3455
H -1.5521 5.6043 9.9896
H -2.6426 1.5220 5.2699
H 2.5083 -2.2445 -5.1871
H 7.4367 -0.8288 -3.7301
H 8.3426 -2.4503 -2.0151
H 5.1192 -0.6466 -8.7993
H 3.7233 -2.3601 -3.9114
H 6.8361 -2.1958 -4.6699
H -2.8845 5.8403 7.2400
H 6.4654 -0.2571 4.3068
H 6.5828 -2.4760 -2.1737
H 1.8107 -0.8023 -3.3596
H 2.2964 0.2335 -4.7040
H 5.8228 1.7398 -9.2348
H -1.6691 2.9002 5.7949
*
```

Atomic partial charges in e from the Löwdin method, atoms 1 to 5:
1 Cl 0.54
2 Cl 0.61
3 Cl 0.54
4 Cl 0.54
5 Cl 0.54

***

(7)
ORCA calculation (ωB97M-V/def2-TZVPD) on an isolated molecule of C6H6.

For the molar mass, the calculation gives 78.1 g mol⁻¹. The LUMO energy comes out at 0.973 eV. The relative energy (zero: lowest compared OMol25 entry of this formula, charge and spin) comes out at 85.6 kcal/mol. Its HOMO energy is -0.368 hartree.

```
! RIJCOSX wB97M-V def2-TZVPD def2/J DEFGRID3
* xyz 0 1
C -0.7962 0.1238 -0.1719
C -0.9952 2.6381 -1.0441
C 1.2097 -2.6810 0.7475
C 0.6170 -0.1020 0.4026
C -0.9445 1.5036 -0.6437
C 0.9296 -1.5176 0.6137
H 1.4735 -3.7093 0.8622
H -1.5508 -0.1019 0.5902
H 0.7187 0.4510 1.3432
H -1.0422 3.6418 -1.4055
H -0.9710 -0.5682 -1.0033
H 1.3516 0.3217 -0.2909
*
```

Atomic partial charges in e from the natural (NBO) method, atoms 1 to 5:
1 C -0.46
2 C -0.24
3 C -0.24
4 C -0.46
5 C -0.01